Density functional theory data (ωB97M-V with the def2-TZVPD basis set) for a cluster of 6 separate species, CH14O5 in total in a non-equilibrium geometry.

Its lowest unoccupied orbital energy (alpha / beta) is -0.1384 / -0.4146 Eh. For the frontier orbital gap (alpha / beta), the calculation gives 0.3824 / 0.1055 Eh. For the energy above the lowest of the compared OMol25 structures with the same formula, charge and spin, the calculation gives 0.0 kcal per mole. As for the charge: +1. The spin multiplicity is 2. As for the total energy: -422.28536 Ha.

CARTESIAN COORDINATES (ANGSTROEM)
H (-1.00692, -2.13517, -1.56465)
H (1.13586, -1.61092, -0.50772)
H (-1.15156, -0.19202, 2.45364)
O (0.10706, 3.45636, -1.35649)
C (-0.06768, -0.16203, 2.54606)
H (-2.96220, -0.46982, -0.35897)
H (0.24067, 0.86632, 2.37288)
H (0.45051, 4.37575, -1.33331)
H (-0.88414, -3.64960, -1.38356)
H (1.53559, 0.88751, 0.06406)
O (1.72396, 1.85183, 0.22496)
O (-2.69056, -1.20634, -0.92120)
O (-0.36319, -2.85601, -1.57720)
H (1.78308, -0.63959, -1.58016)
O (1.58038, -0.76444, -0.66296)
H (2.54447, 1.94238, 0.73790)
H (-3.45234, -1.37556, -1.47233)
H (0.89608, 2.93553, -1.05915)
H (0.29021, -0.89668, 1.82031)
H (0.29074, -0.35750, 3.55789)

Forces on the atoms, in the same order (eV/Å):
H -0.21 -0.07 0.12
H -0.13 -0.07 -0.56
H -0.07 0.03 0.44
O 0.58 0.00 0.18
C -0.20 0.03 0.04
H 0.10 -0.17 -0.04
H 0.17 0.09 -0.56
H -0.34 0.30 -0.10
H 0.25 0.26 -0.03
H 0.07 -0.60 0.15
O -0.22 0.51 -0.91
O 0.22 0.32 0.24
O 0.08 -0.04 0.12
H -0.01 -0.57 -0.80
O 0.05 1.00 1.30
H -0.14 -0.16 0.13
H -0.33 -0.14 -0.27
H 0.03 -0.61 0.48
H 0.41 0.32 0.20
H -0.30 -0.45 -0.13


Density functional theory data (ωB97M-V with the def2-TZVPD basis set) for a structure of composition C44H95N3OSi2 in a non-equilibrium geometry.

Its lowest unoccupied orbital energy is 0.0257 Eh. For the frontier orbital gap, the calculation gives 0.3220 Eh. For the energy above the lowest of the compared OMol25 structures with the same formula, charge and spin, the calculation gives 0.0 kcal per mole. As for the total energy: -2552.01922 Ha.

CARTESIAN COORDINATES (ANGSTROEM)
C (0.41134, 2.42007, 2.84225)
C (1.92008, -1.70010, -0.06563)
H (2.75346, -0.82911, -1.85740)
H (-3.46722, -3.58274, -0.69584)
H (5.07522, 4.93545, 1.02674)
H (3.89639, -7.14856, -3.80180)
C (-1.57824, -4.54034, -3.21387)
H (3.79676, -3.26251, -4.10922)
H (0.99945, 5.25190, 3.93859)
H (-2.07639, 6.21023, -5.03183)
H (-3.35077, -2.35921, 4.92840)
H (6.93235, 3.78702, -1.73447)
H (-0.52027, -5.72734, -4.66132)
C (0.15335, -6.21656, -2.66525)
H (0.38886, -4.27371, 4.83171)
C (3.09228, -1.38212, -0.98689)
C (-1.01853, 5.13678, 3.11897)
C (-1.94996, 3.99252, 1.19133)
H (7.98798, 3.95645, 1.01413)
O (3.00922, -5.12154, -2.53809)
H (1.42964, -7.90220, -2.30145)
C (1.17728, -7.22316, -3.10644)
H (1.24330, -1.07365, 3.26252)
H (1.28932, 4.18208, 2.00311)
H (-5.39468, -0.32016, 1.21196)
H (6.19952, 5.34572, -0.24262)
H (-2.16264, -4.03804, -3.96576)
H (-3.72587, 2.77487, 1.37678)
C (5.95447, 4.57004, 0.48939)
C (6.56741, 2.91665, -1.18309)
H (-5.56229, -4.02894, 3.82733)
H (5.09876, 0.53383, 1.61422)
H (-2.26052, 1.91125, 1.80958)
H (4.29254, 1.75576, -0.22833)
C (1.89521, -0.91695, 1.23578)
C (-3.07013, -4.41463, 4.43229)
H (0.77930, 5.17690, -5.40578)
C (0.38768, 3.58563, 1.84309)
H (1.12892, -0.15128, 1.16364)
C (7.12714, 4.44542, 1.47098)
H (-5.01286, -3.25592, 1.66065)
H (-0.80765, 6.48678, -3.83407)
C (-0.63939, -5.50961, -3.61308)
C (-2.77632, -3.18652, -1.43311)
H (0.55326, 6.60100, 2.88601)
C (-0.98458, -4.92059, -0.89972)
C (-0.99863, 6.25938, -4.88324)
C (-5.76533, -1.98278, 3.20349)
C (-0.46924, -2.96744, 3.38809)
H (1.42435, 2.01275, 2.87934)
H (0.14809, 2.73432, 3.85294)
H (-5.64219, 0.68709, -1.00921)
H (3.83441, -3.35716, -0.57960)
C (-1.77776, -4.21647, -1.85555)
C (-2.85806, 3.76357, -3.70058)
H (-0.41980, -2.10704, 4.04723)
H (1.22734, -3.84341, 2.44235)
H (0.85583, 2.73840, -1.52993)
H (-1.70810, -3.64320, 5.88896)
C (-0.04429, -5.89525, -1.29274)
H (-0.10666, 6.48575, 4.52308)
H (-1.12227, -4.70772, 0.14641)
H (0.77120, -7.79746, -3.93019)
H (1.90105, -2.76835, 0.11583)
C (-1.70932, -4.41238, 5.12082)
H (6.85576, 3.89130, 2.36862)
C (-5.39169, -1.38857, -0.61854)
H (-2.03610, 3.04844, -5.56706)
C (-2.75814, 2.87836, 1.87217)
H (1.00525, -1.48070, -0.60649)
C (-3.59077, 0.20362, -1.45273)
H (0.48129, 3.19343, 0.82756)
C (0.30709, 2.58934, -2.46096)
H (-2.29506, -2.31766, -1.00059)
H (-3.76135, -4.94779, 5.08010)
C (0.66683, -2.91773, 2.35668)
H (1.66848, -2.97968, -3.04054)
H (-3.67313, 3.04575, -3.58654)
H (-3.01474, -4.99401, 3.51383)
C (-1.72512, 3.13086, -4.52304)
C (0.18181, 5.91000, 3.64332)
H (6.78581, 1.66660, -2.91980)
H (2.58510, -2.10193, 2.89097)
H (-0.44704, -5.09137, 3.53637)
H (-3.08084, -0.39592, -2.19700)
H (-6.79256, -1.74514, 3.45048)
H (2.82106, -0.37123, 1.38430)
N (5.55567, 3.39439, -0.26032)
C (0.14855, 3.92481, -3.17378)
H (3.78050, -0.71188, -0.47870)
H (-3.27324, 4.64686, -4.18248)
C (3.85185, -2.64784, -1.39954)
C (-0.50399, -4.24157, 4.21063)
C (-5.64588, -2.37425, 1.72839)
H (-0.65200, 2.13446, -2.20739)
H (0.87141, 1.88963, -3.07879)
H (-1.58519, 2.10164, -4.18356)
H (-1.36250, 4.44327, 3.90407)
C (-3.68836, -3.05059, 4.16300)
H (-1.40896, -2.89375, 2.85347)
H (1.13812, 4.37209, -3.29724)
H (-6.61461, -2.65245, 1.32971)
H (-3.36265, -2.84914, -2.27635)
H (-5.58131, -2.85067, 5.13741)
C (1.63806, -1.74149, 2.50487)
H (4.88325, -2.42123, -1.64278)
H (5.14675, 2.28996, -2.68683)
H (-5.17953, -1.08203, 3.36560)
H (-0.25260, 1.60741, 2.55038)
H (-1.66725, 3.65778, 0.18853)
H (-5.41945, -0.29550, -2.44202)
H (6.02648, 1.87105, 2.27885)
H (2.40434, -5.65156, -4.97019)
H (-1.84205, 5.83500, 2.94848)
H (-3.12833, 0.02387, -0.49251)
H (-1.58863, -5.35887, 5.63773)
H (-0.41739, 4.61270, -2.52404)
N (-0.75508, 4.47925, 1.85390)
H (-2.61129, 4.85186, 1.04318)
H (7.44493, 5.44039, 1.78773)
C (5.69987, 1.40661, 1.34999)
H (5.74798, 0.95875, -1.69029)
C (-5.07797, -0.14178, -1.42392)
C (6.02496, 1.89674, -2.17354)
H (-3.45884, 1.24664, -1.70866)
C (4.86395, 2.35972, 0.48213)
H (4.10625, 2.84272, 1.10532)
H (6.58208, 1.03746, 0.82520)
H (-0.62199, 4.70923, -6.33404)
H (-3.96323, -1.30810, 0.98494)
N (-0.43206, 3.78899, -4.49554)
C (-5.21471, -3.04838, 4.13535)
H (0.53965, -6.40956, -0.54912)
C (-0.29240, 4.97060, -5.32503)
H (-3.33144, -2.64625, 3.22045)
Si (3.04497, -3.49464, -2.85022)
H (-2.94957, 3.09881, 2.92271)
H (0.23792, -2.92971, 1.36846)
H (-0.62798, 7.09932, -5.47360)
C (-5.03979, -1.28533, 0.85466)
H (7.44592, 2.48452, -0.67620)
H (-6.45120, -1.60964, -0.69754)
H (-2.52768, 4.04190, -2.69858)
Si (2.70390, -6.28492, -3.66288)
H (-4.87299, -2.23667, -1.06243)

Forces on the atoms, in the same order (eV/Å):
C 0.11 -0.03 -0.11
C -0.13 0.17 -0.45
H -0.08 0.13 -0.27
H -0.02 -0.14 0.18
H -0.02 -0.02 0.02
H -0.03 -0.04 0.01
C 0.59 -0.49 0.90
H -0.01 0.00 0.00
H 0.00 -0.01 0.00
H 0.00 -0.02 0.03
H 0.09 0.27 0.17
H 0.02 0.02 0.00
H 0.02 -0.05 -0.24
C -1.25 1.14 0.44
H 0.27 -0.11 0.06
C 0.47 0.00 0.15
C 0.01 0.02 0.09
C -0.15 -0.06 -0.12
H 0.01 -0.01 -0.02
O 0.10 0.06 -0.36
H 0.03 -0.20 0.20
C -0.02 0.45 0.00
H 0.02 0.24 0.22
H -0.04 0.06 0.01
H 0.01 0.27 0.12
H 0.03 -0.02 -0.02
H -0.14 0.13 -0.18
H 0.00 0.00 -0.01
C 0.00 0.14 0.03
C 0.03 -0.06 -0.05
H -0.25 -0.26 -0.02
H -0.02 0.01 0.03
H 0.03 0.00 0.03
H 0.05 0.02 -0.05
C -0.27 0.03 0.49
C -0.09 -0.02 0.26
H 0.01 0.00 0.04
C 0.15 -0.09 -0.03
H -0.21 0.20 0.00
C -0.05 0.02 0.01
H 0.05 -0.30 -0.11
H 0.01 -0.01 0.02
C 0.20 -0.08 1.37
C 0.23 -0.33 -0.04
H 0.01 0.00 -0.02
C -0.03 -0.12 -1.49
C 0.00 -0.02 -0.05
C 0.29 -0.12 -0.18
C -0.18 -0.07 -0.28
H -0.01 -0.04 0.03
H -0.01 0.04 0.00
H -0.16 0.26 0.07
H 0.22 -0.16 0.25
C 1.25 -1.23 -0.14
C -0.07 -0.12 -0.08
H -0.03 0.23 0.21
H 0.16 -0.26 -0.10
H 0.01 -0.01 0.02
H 0.03 0.21 0.20
C -0.68 0.67 -1.15
H 0.00 0.01 0.01
H 0.00 0.04 0.30
H 0.04 -0.29 -0.24
H 0.04 -0.25 0.14
C -0.02 0.01 -0.21
H 0.00 -0.04 -0.02
C 0.07 -0.33 -0.05
H 0.01 0.06 -0.03
C 0.00 0.00 -0.06
H -0.30 -0.16 -0.09
C -0.40 0.03 -0.17
H -0.03 -0.04 -0.01
C 0.07 0.05 0.08
H 0.13 0.21 0.15
H -0.15 -0.19 0.14
C 0.08 -0.08 0.48
H -0.04 -0.04 0.00
H -0.01 -0.01 -0.01
H -0.03 -0.15 -0.26
C -0.16 -0.06 0.01
C -0.04 0.04 0.02
H 0.00 -0.01 -0.01
H 0.25 -0.12 0.07
H 0.00 -0.27 -0.19
H 0.22 -0.10 -0.11
H -0.27 0.08 0.06
H 0.29 0.11 -0.07
N 0.02 -0.03 -0.01
C 0.04 0.00 0.09
H 0.15 0.15 0.15
H 0.04 0.05 0.05
C -0.34 0.13 -0.39
C 0.11 0.16 0.16
C 0.22 0.05 -0.04
H 0.00 0.00 0.00
H -0.04 -0.02 -0.03
H 0.01 0.02 0.02
H 0.00 0.00 -0.02
C 0.00 0.07 -0.19
H -0.21 0.13 -0.08
H 0.00 0.03 -0.03
H -0.29 -0.13 -0.05
H -0.08 0.06 -0.27
H -0.14 -0.23 0.29
C -0.11 0.05 -0.13
H 0.30 -0.03 -0.04
H -0.03 0.00 0.01
H 0.03 0.33 0.11
H -0.06 0.02 0.05
H 0.05 0.00 0.00
H -0.18 0.11 -0.25
H 0.06 0.01 -0.01
H 0.03 0.03 0.00
H -0.03 0.00 0.00
H 0.21 0.06 0.27
H 0.03 -0.22 0.18
H 0.02 -0.02 0.01
N -0.02 -0.02 0.01
H 0.02 0.03 0.05
H 0.00 0.01 0.00
C -0.08 0.00 0.01
H 0.00 -0.01 0.01
C 0.27 -0.12 0.13
C 0.04 0.02 -0.04
H 0.19 0.29 -0.09
C -0.20 -0.21 0.12
H 0.05 0.08 0.03
H 0.01 0.03 -0.04
H -0.03 -0.01 0.00
H 0.31 0.17 0.12
N -0.01 -0.04 0.02
C 0.09 0.15 0.11
H 0.12 -0.10 0.22
C 0.07 0.08 -0.09
H 0.11 0.07 -0.20
Si 0.04 0.05 0.21
H 0.00 0.01 0.02
H -0.19 0.04 -0.42
H 0.01 0.00 -0.01
C -0.29 0.10 -0.06
H -0.02 0.01 0.01
H -0.33 -0.01 -0.06
H 0.01 0.00 0.00
Si -0.13 -0.23 0.04
H -0.22 0.02 0.04


Density functional theory data (ωB97M-V with the def2-TZVPD basis set) for the molecule C5H6OS in a non-equilibrium geometry.

Its lowest unoccupied orbital energy is -0.0459 Eh. For the frontier orbital gap, the calculation gives 0.2792 Eh. For the energy above the lowest of the compared OMol25 structures with the same formula, charge and spin, the calculation gives 29.4 kcal per mole. Its SMILES is O=C1CCCC1=S. As for the total energy: -667.49129 Ha.

CARTESIAN COORDINATES (ANGSTROEM)
H (-0.82191, 2.05331, 0.46525)
C (0.90221, 1.05849, 0.04692)
H (-0.91333, 1.02523, -1.03461)
C (-1.10415, -0.28902, 0.43255)
C (0.04156, -1.16917, -0.16726)
H (-1.13172, -0.46129, 1.48028)
H (-0.24061, -1.24143, -1.35760)
C (-0.57223, 1.08630, 0.07183)
H (-2.10618, -0.50288, -0.12777)
H (0.12742, -2.22705, 0.18116)
S (2.82383, -0.96015, 0.01244)
C (1.34965, -0.39527, 0.03540)
O (1.64547, 2.02294, -0.03859)

Forces on the atoms, in the same order (eV/Å):
H -1.01 0.08 0.51
C 1.98 0.83 -0.22
H 0.92 1.10 1.24
C -0.42 -0.77 -1.17
C -0.66 -0.90 -2.14
H -0.54 -0.19 0.98
H 1.16 0.18 2.66
C -0.92 0.03 -2.82
H 1.73 0.30 1.55
H -0.25 0.94 -0.17
S 0.85 -0.22 0.22
C -1.86 -0.20 -0.92
O -0.97 -1.18 0.27


Density functional theory data (ωB97M-V with the def2-TZVPD basis set) for the molecule C3H7NO in a non-equilibrium geometry.

Its lowest unoccupied orbital energy is 0.0412 Eh. For the frontier orbital gap, the calculation gives 0.3976 Eh. For the energy above the lowest of the compared OMol25 structures with the same formula, charge and spin, the calculation gives 76.8 kcal per mole. Its SMILES is C=CCON. As for the total energy: -248.40414 Ha.

CARTESIAN COORDINATES (ANGSTROEM)
C (1.40663, -0.88343, 0.56572)
H (0.70655, 1.79395, -0.81447)
H (2.18574, -1.60666, 0.62420)
N (-0.30360, 1.65852, -0.90842)
H (1.62010, 0.12115, 0.93422)
C (0.16466, -1.21939, 0.19055)
H (-1.72078, -0.51217, 0.93603)
O (-0.72616, 1.05361, 0.32373)
H (-0.72030, 2.57059, -0.91274)
H (-1.57636, -0.46025, -0.83056)
C (-1.01248, -0.30582, 0.12779)
H (-0.02402, -2.21012, -0.23605)

Forces on the atoms, in the same order (eV/Å):
C -1.47 0.43 0.22
H -0.29 -0.02 -0.01
H 0.48 -0.39 -0.19
N 0.61 -0.86 0.06
H -0.05 -0.23 -0.10
C 1.04 -0.07 -0.48
H 0.06 -0.33 0.02
O 0.22 0.74 -0.30
H -0.30 0.42 0.22
H 0.53 0.19 0.65
C -0.89 -0.01 -0.50
H 0.07 0.11 0.42